Below is 5 unconnected molecules or ions with the total composition C45H80ClFN4O11, with properties calculated with wB97M-V/def2-TZVPD.

Bonds (Å) are listed after each position.
Cartesian coordinates (Å):
1 C -1.814 0.326 -1.495  O2 1.429, H27 1.092, H28 1.096, H29 1.087
2 O -2.770 0.077 -2.528  C1 1.429, C3 1.436
3 C -2.567 -1.237 -3.069  O2 1.436, C4 1.517, H30 1.093, H31 1.091
4 C -3.757 -2.095 -2.684  C3 1.517, C5 1.539, H32 1.093, H33 1.089
5 C -3.766 -3.510 -3.289  C4 1.539, C6 1.507, H34 1.085, H35 1.089
6 C -2.457 -4.254 -3.243  C5 1.507, C7 1.406, C15 1.405
7 C -2.105 -5.022 -2.118  C6 1.406, C8 1.513, C12 1.398
8 C -2.938 -5.060 -0.855  C7 1.513, C9 1.543, H36 1.088, H37 1.086
9 C -2.445 -3.975 0.124  C8 1.543, C10 1.517, F11 1.398, H38 1.093
10 C -1.564 -4.557 1.214  C9 1.517, H39 1.087, H40 1.088, H41 1.089
11 F -3.537 -3.311 0.691  C9 1.398
12 C -0.910 -5.747 -2.109  C7 1.398, C13 1.386, H42 1.084
13 C -0.018 -5.702 -3.169  C12 1.386, C14 1.387, H43 1.081
14 C -0.330 -4.910 -4.265  C13 1.387, C15 1.405, C25 1.491
15 C -1.544 -4.204 -4.309  C6 1.405, C14 1.405, C16 1.503
16 C -1.778 -3.384 -5.546  C15 1.503, O17 1.206, C18 1.497
17 O -2.837 -3.292 -6.118  C16 1.206
18 C -0.550 -2.708 -6.070  C16 1.497, C19 1.389, C24 1.397
19 C -0.597 -1.430 -6.615  C18 1.389, C20 1.388, H44 1.081
20 C 0.582 -0.862 -7.077  C19 1.388, Cl21 1.731, C22 1.392
21 Cl 0.560 0.739 -7.733  C20 1.731
22 C 1.789 -1.553 -7.025  C20 1.392, C23 1.389, H45 1.080
23 C 1.824 -2.837 -6.497  C22 1.389, C24 1.391, H46 1.081
24 C 0.655 -3.412 -6.007  C18 1.397, C23 1.391, C25 1.490
25 C 0.632 -4.770 -5.395  C14 1.491, C24 1.490, O26 1.208
26 O 1.340 -5.670 -5.778  C25 1.208
27 H -0.789 0.289 -1.870  C1 1.092
28 H -1.973 -0.452 -0.740  C1 1.096
29 H -2.025 1.296 -1.053  C1 1.087
30 H -2.509 -1.118 -4.154  C3 1.093
31 H -1.641 -1.670 -2.687  C3 1.091
32 H -3.773 -2.161 -1.593  C4 1.093
33 H -4.671 -1.595 -2.998  C4 1.089
34 H -4.117 -3.451 -4.313  C5 1.085
35 H -4.511 -4.095 -2.751  C5 1.089
36 H -2.805 -6.041 -0.404  C8 1.088
37 H -3.991 -4.906 -1.071  C8 1.086
38 H -1.885 -3.239 -0.457  C9 1.093
39 H -1.873 -5.566 1.476  C10 1.087
40 H -0.542 -4.623 0.847  C10 1.088
41 H -1.571 -3.931 2.105  C10 1.089
42 H -0.651 -6.331 -1.233  C12 1.084
43 H 0.914 -6.249 -3.168  C13 1.081
44 H -1.536 -0.897 -6.659  C19 1.081
45 H 2.700 -1.102 -7.391  C22 1.080
46 H 2.744 -3.401 -6.443  C23 1.081
47 C -2.023 3.645 -3.548  O48 1.416, H56 1.089, H57 1.095, H58 1.094
48 O -2.352 3.870 -2.189  C47 1.416, C49 1.424
49 C -1.613 4.914 -1.564  O48 1.424, C50 1.516, H59 1.094, H60 1.094
50 C -2.471 6.143 -1.340  C49 1.516, N51 1.457, H61 1.093, H62 1.098
51 N -2.808 6.801 -2.596  C50 1.457, C52 1.460, H63 1.010
52 C -3.835 7.833 -2.492  N51 1.460, C53 1.526, H64 1.093, H65 1.096
53 C -5.213 7.458 -1.956  C52 1.526, O54 1.413, H66 1.093, H67 1.098
54 O -5.982 6.636 -2.811  C53 1.413, C55 1.415
55 C -5.690 5.253 -2.755  O54 1.415, H68 1.093, H69 1.093, H70 1.090
56 H -2.471 2.696 -3.839  C47 1.089
57 H -2.433 4.433 -4.188  C47 1.095
58 H -0.941 3.585 -3.701  C47 1.094
59 H -0.717 5.158 -2.142  C49 1.094
60 H -1.293 4.540 -0.587  C49 1.094
61 H -1.927 6.850 -0.707  C50 1.093
62 H -3.359 5.820 -0.781  C50 1.098
63 H -3.108 6.108 -3.267  N51 1.010
64 H -3.976 8.253 -3.491  C52 1.093
65 H -3.440 8.641 -1.865  C52 1.096
66 H -5.781 8.388 -1.860  C53 1.093
67 H -5.163 7.017 -0.952  C53 1.098
68 H -5.416 4.937 -1.746  C55 1.093
69 H -4.892 4.974 -3.448  C55 1.093
70 H -6.592 4.718 -3.054  C55 1.090
71 C 4.290 -9.968 -0.415  O72 1.412, H80 1.089, H81 1.096, H82 1.094
72 O 4.202 -9.825 0.988  C71 1.412, C73 1.422
73 C 5.154 -8.941 1.564  O72 1.422, C74 1.514, H83 1.094, H84 1.093
74 C 4.515 -7.655 2.044  C73 1.514, N75 1.455, H85 1.095, H86 1.098
75 N 4.064 -6.828 0.934  C74 1.455, C76 1.465, H87 1.010
76 C 3.227 -5.686 1.306  N75 1.465, C77 1.525, H88 1.094, H89 1.092
77 C 1.911 -5.955 2.029  C76 1.525, O78 1.420, H90 1.093, H91 1.097
78 O 0.910 -6.587 1.245  C77 1.420, C79 1.416
79 C 1.035 -7.991 1.108  O78 1.416, H92 1.092, H93 1.093, H94 1.091
80 H 3.685 -10.830 -0.691  C71 1.089
81 H 3.907 -9.092 -0.951  C71 1.096
82 H 5.321 -10.149 -0.732  C71 1.094
83 H 5.963 -8.733 0.858  C73 1.094
84 H 5.583 -9.454 2.429  C73 1.093
85 H 5.257 -7.093 2.622  C74 1.095
86 H 3.702 -7.931 2.730  C74 1.098
87 H 3.564 -7.407 0.274  N75 1.010
88 H 2.989 -5.151 0.382  C76 1.094
89 H 3.831 -5.004 1.909  C76 1.092
90 H 1.487 -4.985 2.301  C77 1.093
91 H 2.053 -6.505 2.967  C77 1.097
92 H 1.437 -8.453 2.012  C79 1.092
93 H 1.660 -8.266 0.254  C79 1.093
94 H 0.036 -8.391 0.928  C79 1.091
95 C 5.988 1.636 2.942  O96 1.412, H104 1.089, H105 1.096, H106 1.093
96 O 5.827 1.031 4.207  C95 1.412, C97 1.422
97 C 4.626 1.363 4.893  O96 1.422, C98 1.515, H107 1.094, H108 1.093
98 C 3.665 0.193 4.938  C97 1.515, N99 1.457, H109 1.094, H110 1.098
99 N 3.110 -0.101 3.623  C98 1.457, C100 1.460, H111 1.010
100 C 2.384 -1.364 3.517  N99 1.460, C101 1.527, H112 1.093, H113 1.095
101 C 3.117 -2.669 3.820  C100 1.527, O102 1.419, H114 1.093, H115 1.096
102 O 4.105 -3.033 2.868  C101 1.419, C103 1.417
103 C 5.360 -2.392 3.021  O102 1.417, H116 1.092, H117 1.092, H118 1.090
104 H 7.025 1.493 2.645  C95 1.089
105 H 5.346 1.186 2.175  C95 1.096
106 H 5.781 2.708 2.984  C95 1.093
107 H 4.154 2.242 4.445  C97 1.094
108 H 4.906 1.616 5.919  C97 1.093
109 H 2.843 0.440 5.618  C98 1.094
110 H 4.210 -0.656 5.372  C98 1.098
111 H 3.853 -0.095 2.940  N99 1.010
112 H 2.008 -1.434 2.494  C100 1.093
113 H 1.507 -1.308 4.171  C100 1.095
114 H 2.371 -3.466 3.785  C101 1.093
115 H 3.542 -2.690 4.830  C101 1.096
116 H 5.602 -2.219 4.072  C103 1.092
117 H 5.405 -1.446 2.477  C103 1.092
118 H 6.114 -3.052 2.592  C103 1.090
119 C -2.848 6.088 2.577  O120 1.413, H128 1.089, H129 1.096, H130 1.094
120 O -2.350 7.202 1.864  C119 1.413, C121 1.422
121 C -3.070 8.412 2.064  O120 1.422, C122 1.513, H131 1.094, H132 1.094
122 C -2.294 9.411 2.895  C121 1.513, N123 1.456, H133 1.095, H134 1.098
123 N -2.168 8.979 4.279  C122 1.456, C124 1.460, H135 1.011
124 C -1.242 9.758 5.095  N123 1.460, C125 1.525, H136 1.092, H137 1.095
125 C 0.219 9.857 4.670  C124 1.525, O126 1.415, H138 1.093, H139 1.097
126 O 0.956 8.654 4.784  C125 1.415, C127 1.414
127 C 0.805 7.744 3.713  O126 1.414, H140 1.093, H141 1.094, H142 1.089
128 H -2.391 5.197 2.147  C119 1.089
129 H -2.592 6.124 3.642  C119 1.096
130 H -3.934 6.005 2.480  C119 1.094
131 H -4.047 8.207 2.512  C121 1.094
132 H -3.237 8.850 1.075  C121 1.094
133 H -2.827 10.367 2.870  C122 1.095
134 H -1.322 9.561 2.405  C122 1.098
135 H -1.886 8.008 4.297  N123 1.011
136 H -1.263 9.332 6.101  C124 1.092
137 H -1.636 10.777 5.178  C124 1.095
138 H 0.703 10.561 5.351  C125 1.093
139 H 0.332 10.271 3.660  C125 1.097
140 H 0.681 8.259 2.757  C127 1.093
141 H -0.038 7.063 3.867  C127 1.094
142 H 1.712 7.142 3.667  C127 1.089

**Net charge**: 0
**Lowest unoccupied orbital energy**: -0.730 eV
**DFT total energy**: -3369.171819 Ha
**Orbital gap**: 7.82 eV
**SMILES**: COCCCc1c(C[C@H](C)F)ccc2c1C(=O)c1cc(Cl)ccc1C2=O.COCCNCCOC.COCCNCCOC.COCCNCCOC.COCCNCCOC